1.
C34H36GeMnNO3P2S2 | ωB97M-V/def2-TZVPD

```
! RIJCOSX wB97M-V def2-TZVPD def2/J DEFGRID3
* xyz -1 2
Mn -0.396 -0.425 0.199
C 2.229 1.466 -0.074
P 0.667 1.385 0.922
C 1.323 1.570 2.619
C 2.086 2.679 2.972
C 2.642 2.765 4.234
C 2.453 1.740 5.150
C 1.698 0.632 4.800
C 1.132 0.549 3.539
C -0.146 2.998 0.712
C -0.874 3.534 1.775
C -1.622 4.684 1.603
C -1.693 5.291 0.359
C -1.011 4.737 -0.714
C -0.243 3.601 -0.544
C 2.190 0.332 -1.054
C 3.045 0.068 -2.101
C 2.550 -1.080 -2.743
C 1.415 -1.462 -2.054
C 0.518 -2.598 -2.372
P -1.217 -2.266 -3.050
C -1.101 -0.810 -4.170
C -0.241 0.277 -4.044
C -0.306 1.316 -4.957
C -1.218 1.287 -5.998
C -2.058 0.196 -6.146
C -2.001 -0.843 -5.234
C -2.055 -1.581 -1.564
C -2.367 -2.513 -0.610
C -3.425 -2.353 0.330
C -4.219 -1.250 0.281
C -3.833 -0.105 -0.505
C -2.813 -0.284 -1.614
N 1.197 -0.610 -1.007
H 3.079 1.362 0.612
H 2.317 2.428 -0.592
H 2.238 3.468 2.248
H 3.237 3.627 4.504
H 2.898 1.808 6.134
H 1.557 -0.174 5.506
H 0.544 -0.307 3.230
H -0.857 3.044 2.740
H -2.159 5.101 2.443
H -2.292 6.182 0.221
H -1.100 5.191 -1.691
H 0.268 3.160 -1.388
H 3.910 0.641 -2.380
H 2.968 -1.558 -3.611
H 0.321 -3.192 -1.470
H 0.998 -3.229 -3.126
H 0.472 0.325 -3.240
H 0.358 2.163 -4.842
H -1.280 2.117 -6.690
H -2.757 0.156 -6.971
H -2.666 -1.693 -5.336
H -1.844 -3.464 -0.620
H -3.638 -3.156 1.023
H -5.285 -1.708 1.792
H -4.655 0.566 -0.749
H -3.266 -0.132 -2.607
C 2.235 -4.451 0.774
Ge 1.737 -2.876 1.913
C 3.437 -1.860 2.190
C 1.234 -3.650 3.709
C 0.194 -1.892 1.236
H 3.012 -5.051 1.240
H 2.604 -4.094 -0.181
H 1.371 -5.085 0.594
H 4.112 -2.443 2.808
H 3.247 -0.911 2.677
H 3.926 -1.663 1.243
H 1.975 -4.353 4.078
H 0.281 -4.167 3.646
H 1.124 -2.855 4.443
H -0.656 -2.223 1.862
O -1.879 -0.113 1.322
S -2.865 0.942 0.863
O -3.883 1.150 1.892
O -5.331 -1.096 1.048
S -1.547 1.045 -1.445
*
```

Results
⟨S²⟩   0.83
Kohn-Sham gap (spin up / spin down)   5.7 / 5.7 eV
E_HOMO (spin up / spin down)   -3.5 / -3.5 eV

Need the Löwdin charges? In units of e they are: 0.230, -0.214, 1.054, -0.339, -0.092, -0.087, -0.093, -0.083, -0.096, -0.373, -0.104, -0.083, -0.088, -0.087, -0.159, -0.393, -0.088, -0.097, -0.413, -0.286, 1.072, -0.392, -0.136, -0.089, -0.106, -0.114, -0.141, -0.457, -0.146, -0.055, -0.361, -0.300, -0.599, -0.054, 0.086, 0.086, 0.113, 0.098, 0.097, 0.099, 0.080, 0.113, 0.102, 0.097, 0.102, 0.084, 0.084, 0.089, 0.052, 0.071, 0.057, 0.100, 0.092, 0.090, 0.082, 0.100, 0.106, 0.113, 0.131, 0.097, -0.225, 0.789, -0.201, -0.223, -0.214, 0.006, 0.003, 0.005, 0.009, -0.012, 0.011, 0.005, 0.005, -0.007, -0.007, -0.594, 0.717, -0.472, 0.062, 0.690

***

2.
C39H47F2N8O2 | ωB97M-V/def2-TZVPD

```
! RIJCOSX wB97M-V def2-TZVPD def2/J DEFGRID3
* xyz 1 1
C -6.272 -6.844 -0.103
C -5.778 -5.467 0.217
N -4.532 -5.265 0.292
C -6.778 -4.368 0.488
N -7.722 -4.071 -0.615
C -8.988 -3.597 -0.325
C -9.638 -3.346 -1.503
C -10.988 -2.811 -1.825
C -11.449 -1.720 -0.848
F -11.923 -0.650 -1.585
N -8.706 -3.691 -2.451
F -8.980 -3.605 -3.759
C -7.538 -4.124 -1.945
C -6.308 -4.536 -2.655
C -5.960 -3.688 -3.891
C -5.263 -2.406 -3.426
C -3.828 -2.652 -2.947
O -3.599 -2.047 -1.662
C -2.937 -0.870 -1.710
C -2.241 -0.513 -0.436
O -2.940 -0.180 -2.679
H -7.209 -7.093 0.385
H -6.350 -6.973 -1.180
H -5.504 -7.537 0.222
H -4.325 -4.289 0.503
H -7.399 -4.691 1.321
H -6.306 -3.438 0.788
H -9.365 -3.465 0.671
H -10.910 -2.316 -2.792
H -11.726 -3.601 -1.925
H -10.629 -1.352 -0.237
H -12.276 -2.080 -0.242
H -5.465 -4.511 -1.975
H -6.429 -5.577 -2.963
H -5.337 -4.255 -4.575
H -6.850 -3.389 -4.429
H -5.822 -1.977 -2.594
H -5.238 -1.658 -4.214
H -3.117 -2.287 -3.678
H -3.639 -3.714 -2.800
H -2.680 -1.065 0.390
H -1.184 -0.735 -0.516
H -2.415 0.543 -0.264
N 1.048 1.497 -6.925
C 0.554 0.265 -7.034
C -0.425 -0.246 -6.196
C -0.918 0.565 -5.184
C -0.412 1.848 -5.055
C 0.563 2.264 -5.949
H 0.968 -0.337 -7.836
H -0.790 -1.255 -6.335
H -1.681 0.206 -4.507
H -0.761 2.518 -4.282
H 0.979 3.262 -5.885
N 1.667 4.196 -3.300
C 2.796 3.581 -3.655
C 3.940 3.556 -2.871
C 3.919 4.206 -1.649
C 2.753 4.848 -1.262
C 1.663 4.811 -2.119
H 2.779 3.085 -4.618
H 4.826 3.040 -3.214
H 4.795 4.211 -1.012
H 2.689 5.371 -0.318
H 0.734 5.305 -1.851
N 7.016 3.797 0.271
C 8.050 3.040 -0.094
C 8.734 2.203 0.773
C 8.327 2.149 2.096
C 7.255 2.929 2.496
C 6.637 3.730 1.548
H 8.342 3.116 -1.136
H 9.567 1.611 0.418
H 8.837 1.511 2.807
H 6.907 2.916 3.521
H 5.793 4.356 1.820
N 5.674 1.847 5.454
C 4.693 1.227 4.801
C 4.193 -0.013 5.166
C 4.746 -0.648 6.268
C 5.772 -0.020 6.954
C 6.195 1.222 6.507
H 4.292 1.755 3.942
H 3.392 -0.468 4.600
H 4.385 -1.619 6.583
H 6.236 -0.480 7.815
H 6.994 1.750 7.015
N 9.641 3.018 6.235
C 10.847 3.397 6.653
C 11.124 4.659 7.157
C 10.092 5.581 7.228
C 8.831 5.203 6.797
C 8.660 3.915 6.313
H 11.628 2.648 6.579
H 12.124 4.910 7.483
H 10.269 6.576 7.614
H 7.997 5.890 6.834
H 7.689 3.580 5.961
*
```

Results
Kohn-Sham gap   7.6 eV
E_HOMO   -10.5 eV

Need the Löwdin charges? In units of e they are: -0.018, -0.433, 0.180, -0.036, 0.027, 0.052, -0.127, -0.065, -0.178, -0.032, 0.056, 0.139, -0.111, -0.077, -0.157, -0.146, -0.152, -0.020, -0.537, 0.037, 0.115, 0.088, 0.075, 0.093, 0.064, 0.139, 0.140, 0.150, 0.130, 0.135, 0.118, 0.127, 0.099, 0.137, 0.128, 0.100, 0.121, 0.124, 0.127, 0.125, 0.080, 0.101, 0.095, 0.058, -0.163, -0.082, -0.080, -0.064, -0.168, 0.101, 0.092, 0.070, 0.099, 0.091, 0.054, -0.154, -0.063, -0.071, -0.073, -0.161, 0.086, 0.103, 0.079, 0.099, 0.099, 0.043, -0.157, -0.072, -0.070, -0.070, -0.156, 0.102, 0.101, 0.108, 0.069, 0.102, 0.049, -0.154, -0.074, -0.079, -0.063, -0.144, 0.103, 0.099, 0.105, 0.104, 0.089, 0.055, -0.157, -0.073, -0.080, -0.067, -0.165, 0.102, 0.101, 0.106, 0.103, 0.074

***

3.
C27H53FNO16P | ωB97M-V/def2-TZVPD

```
! RIJCOSX wB97M-V def2-TZVPD def2/J DEFGRID3
* xyz 0 1
C 5.253 -3.819 -0.949
C 4.427 -3.528 -2.202
C 3.864 -2.090 -2.217
C 2.336 -1.924 -2.049
N 1.521 -2.937 -2.716
C 0.664 -3.792 -1.964
C 1.208 -4.259 -0.600
C 0.879 -3.362 0.598
F -0.213 -3.878 1.297
O -0.622 -3.151 -1.731
C -1.516 -4.155 -1.555
O -2.542 -4.067 -0.950
O -1.073 -5.279 -2.162
C 0.166 -4.976 -2.849
C -0.237 -4.549 -4.301
O -1.597 -4.209 -4.378
C -2.405 -5.146 -5.059
P 1.240 -6.525 -2.680
C 1.731 -6.960 -4.403
C 2.527 -5.861 -5.131
C -0.037 -7.813 -2.369
C 0.611 -9.197 -2.457
H 6.172 -3.228 -0.957
H 4.689 -3.576 -0.044
H 5.540 -4.872 -0.890
H 5.076 -3.647 -3.076
H 3.641 -4.278 -2.317
H 4.186 -1.565 -3.119
H 4.319 -1.546 -1.383
H 2.078 -0.946 -2.468
H 2.086 -1.865 -0.991
H 2.062 -3.461 -3.385
H 0.811 -5.246 -0.347
H 2.289 -4.378 -0.649
H 1.723 -3.328 1.291
H 0.624 -2.339 0.311
H 0.338 -3.684 -4.632
H -0.010 -5.375 -4.980
H -3.443 -4.933 -4.797
H -2.179 -6.171 -4.747
H -2.296 -5.044 -6.145
H 2.389 -7.824 -4.280
H 0.873 -7.312 -4.986
H 3.598 -6.065 -5.080
H 2.264 -5.851 -6.193
H 2.337 -4.857 -4.758
H -0.487 -7.643 -1.393
H -0.817 -7.725 -3.133
H 0.910 -9.441 -3.478
H -0.094 -9.969 -2.138
H 1.496 -9.271 -1.818
C 0.392 4.501 -0.173
O 0.798 3.158 -0.469
C -0.201 2.314 -0.716
O -1.371 2.593 -0.713
O 0.317 1.115 -0.963
C -0.646 0.089 -1.245
H 1.311 5.056 -0.006
H -0.151 4.928 -1.013
H -0.229 4.523 0.721
H -1.228 0.338 -2.129
H -1.310 -0.062 -0.395
H -0.081 -0.813 -1.429
C -3.489 3.702 1.488
O -3.071 4.287 2.729
C -3.829 5.297 3.146
O -4.797 5.736 2.583
O -3.332 5.744 4.300
C -4.058 6.838 4.866
H -2.786 2.906 1.274
H -4.496 3.299 1.575
H -3.453 4.437 0.687
H -5.084 6.549 5.082
H -4.048 7.694 4.194
H -3.552 7.094 5.792
C 5.748 7.684 -1.231
O 6.045 6.299 -1.034
C 4.997 5.559 -0.681
O 3.873 5.962 -0.524
O 5.402 4.301 -0.530
C 4.356 3.402 -0.150
H 6.687 8.152 -1.511
H 5.017 7.810 -2.027
H 5.370 8.129 -0.312
H 3.576 3.376 -0.908
H 3.927 3.697 0.806
H 4.812 2.421 -0.059
C -8.484 6.753 8.219
O -7.131 7.186 8.053
C -6.481 7.402 9.195
O -6.932 7.266 10.301
O -5.242 7.795 8.901
C -4.425 8.063 10.044
H -8.877 6.620 7.216
H -8.521 5.810 8.761
H -9.065 7.505 8.749
H -4.312 7.168 10.653
H -4.853 8.865 10.642
H -3.459 8.368 9.652
*
```

Results
Kohn-Sham gap   9.4 eV
E_HOMO   -8.9 eV
SMILES   CCCCN[C@@]1(CCF)OC(=O)O[C@]1(COC)P(CC)CC.COC(=O)OC.COC(=O)OC.COC(=O)OC.COC(=O)OC
Relative energy (zero: lowest compared OMol25 entry of this formula, charge and spin)   0.00 kJ/mol

Need the Löwdin charges? In units of e they are: -0.112, -0.263, -0.166, -0.180, 0.045, -0.429, -0.090, -0.171, -0.038, 0.095, -0.547, 0.178, 0.022, -0.396, -0.156, -0.160, -0.078, 1.073, -0.425, -0.142, -0.405, -0.167, 0.075, 0.069, 0.072, 0.104, 0.066, 0.106, 0.107, 0.113, 0.100, 0.087, 0.112, 0.098, 0.122, 0.103, 0.126, 0.096, 0.097, 0.085, 0.092, 0.068, 0.078, 0.074, 0.080, 0.033, 0.082, 0.078, 0.058, 0.072, 0.068, -0.018, -0.006, -0.620, 0.116, 0.003, -0.019, 0.081, 0.101, 0.095, 0.107, 0.108, 0.050, -0.034, 0.003, -0.630, 0.123, 0.002, -0.037, 0.074, 0.099, 0.099, 0.096, 0.097, 0.090, -0.038, 0.006, -0.625, 0.116, 0.009, -0.033, 0.093, 0.097, 0.097, 0.091, 0.100, 0.093, -0.036, 0.001, -0.629, 0.126, -0.002, -0.038, 0.094, 0.098, 0.097, 0.098, 0.097, 0.092

***

4.
C5H9O3 | ωB97M-V/def2-TZVPD

```
! RIJCOSX wB97M-V def2-TZVPD def2/J DEFGRID3
* xyz -1 1
O 0.485 -1.173 -1.421
C 0.407 -0.073 -1.989
O 0.407 0.148 -3.196
C 0.247 1.170 -0.985
C 0.271 0.631 0.379
C -0.551 1.252 1.376
C -0.510 1.083 2.753
H -0.526 1.675 -1.545
H 1.130 1.789 -1.215
H 1.299 0.597 0.748
H -0.195 -0.414 0.312
H -1.322 1.789 0.912
H 0.339 0.478 3.269
H -1.159 1.535 3.477
H -0.880 -3.509 -0.835
H 0.528 -3.069 -1.102
O 0.028 -3.908 -0.938
*
```

Results
Kohn-Sham gap   8.2 eV
E_HOMO   -4.5 eV
Relative energy (zero: lowest compared OMol25 entry of this formula, charge and spin)   138.22 kJ/mol

Need the Löwdin charges? In units of e they are: -0.088, -0.731, -0.053, -0.140, -0.280, -0.204, -0.032, 0.099, 0.105, 0.128, 0.151, 0.075, 0.068, 0.003, 0.040, 0.002, -0.141